Version P
The following is a DFT calculation (the ωB97M-V functional and the def2-TZVPD basis) of a structure of composition C5H6O2.

```
13
Properties=species:S:1:pos:R:3:nbo_charge:R:1
C -2.010 -0.440 -0.251 -0.625
C -0.824 -0.106 0.619 0.102
O 0.161 -1.245 0.451 -0.478
C 1.324 -0.698 0.042 0.704
O 2.353 -1.248 -0.204 -0.531
C 0.856 0.689 0.024 0.001
C -0.213 1.292 0.279 -0.133
H -2.374 -1.440 0.002 0.230
H -2.802 0.295 -0.093 0.234
H -1.718 -0.425 -1.304 0.226
H -1.055 -0.109 1.685 0.224
H 2.998 1.546 -0.419 0.033
H 2.571 1.733 -1.001 0.013
```

Properties
LUMO energy   -0.61 eV
HOMO   -10.67 eV
Orbital gap   0.370 Eh

---

Version Q
The following is a DFT calculation (the ωB97M-V functional and the def2-TZVPD basis) of an isolated molecule of C5H6O2.

```
13
Properties=species:S:1:pos:R:3:nbo_charge:R:1
O -1.113 1.831 1.134 -0.521
C -0.761 0.677 1.256 0.437
C -0.127 -0.120 0.158 -0.327
C -0.152 -1.586 0.242 0.442
O 0.327 -2.312 -0.601 -0.536
C 1.158 0.460 -0.518 -0.340
C -0.149 0.612 -1.162 -0.365
H -0.954 0.147 2.210 0.122
H -0.611 -1.997 1.166 0.116
H 1.842 -0.215 -1.034 0.244
H 1.566 1.042 0.281 0.233
H -0.307 -0.073 -1.987 0.240
H -0.718 1.534 -1.147 0.254
```

Properties
LUMO energy   0.43 eV
HOMO   -10.02 eV
Orbital gap   0.384 Eh
Structure (SMILES)   O=CC1(C=O)CC1

---

Most stable structure, least stable structure: version Q, version P.

---

Version P
The following is a DFT calculation (the ωB97M-V functional and the def2-TZVPD basis) of a cluster of 2 separate species, C2H8NS in total.

```
12
Properties=species:S:1:pos:R:3:lowdin_spin:R:1
S 0.939 -1.273 1.975 0.033
H 0.518 -2.109 3.010 0.001
C -0.155 2.079 -1.679 0.491
C -0.190 0.491 -1.446 0.048
N -1.483 -0.058 -1.005 0.018
H -0.051 2.316 -2.775 0.140
H -1.118 2.591 -1.477 0.108
H 0.563 2.750 -1.099 0.115
H 0.303 0.004 -2.352 0.017
H 0.552 0.291 -0.514 0.004
H -1.437 -1.027 -0.425 0.005
H -1.903 0.533 -0.178 0.020
```

Properties
LUMO energy (alpha / beta)   6.81 / 6.82 eV
<S²>   0.75
HOMO (alpha / beta)   4.15 / -0.29 eV
Multiplicity   2
Net charge   -2
Orbital gap (alpha / beta)   0.098 / 0.261 Eh

---

Version Q
The following is a DFT calculation (the ωB97M-V functional and the def2-TZVPD basis) of a cluster of 2 separate species, C2H8NS in total.

```
12
Properties=species:S:1:pos:R:3:lowdin_spin:R:1
S 3.304 -0.240 -1.490 0.027
H 3.826 0.765 -0.767 0.002
C -0.703 -1.089 -0.467 0.113
N -0.404 0.311 -0.262 0.009
C -0.938 0.913 0.962 0.452
H -1.761 -1.272 -0.244 0.055
H -0.131 -1.762 0.191 0.023
H -0.549 -1.324 -1.523 0.010
H 0.598 0.457 -0.338 0.004
H -1.750 0.302 1.382 0.122
H -0.198 1.002 1.767 0.082
H -1.293 1.938 0.789 0.103
```

Properties
LUMO energy (alpha / beta)   7.05 / 7.00 eV
<S²>   0.75
HOMO (alpha / beta)   4.16 / -0.21 eV
Multiplicity   2
Net charge   -2
Orbital gap (alpha / beta)   0.106 / 0.265 Eh

---

Most stable structure, least stable structure: version Q, version P.

---

Version P
The following is a DFT calculation (the ωB97M-V functional and the def2-TZVPD basis) of a cluster of 3 separate species, C5H12O2 in total.

```
19
Properties=species:S:1:pos:R:3:lowdin_spin:R:1
C 0.039 1.751 2.139 0.054
C -0.362 1.224 0.683 0.305
C 0.363 1.752 -0.359 0.187
C 0.248 1.317 -1.778 0.101
C -0.906 0.905 -2.279 0.281
H -0.965 1.827 2.609 0.010
H 0.578 2.560 1.798 0.004
H 0.618 0.990 2.628 0.014
H -1.360 0.707 0.492 0.004
H 1.210 2.481 -0.281 0.001
H 1.274 1.424 -2.176 -0.002
H -1.045 0.688 -3.332 0.013
H -1.664 0.715 -1.607 0.011
H 0.056 -3.584 0.977 0.000
H -0.458 -3.559 -0.318 0.000
O -0.737 -3.892 0.459 0.000
H 1.591 -1.639 -0.240 0.000
H 1.027 -0.635 0.668 0.004
O 1.093 -1.567 0.584 0.011
```

Properties
LUMO energy (alpha / beta)   -5.49 / -8.64 eV
<S²>   0.77
HOMO (alpha / beta)   -13.68 / -13.68 eV
Multiplicity   2
Net charge   +1
Orbital gap (alpha / beta)   0.301 / 0.185 Eh

---

Version Q
The following is a DFT calculation (the ωB97M-V functional and the def2-TZVPD basis) of a cluster of 3 separate species, C5H12O2 in total.

```
19
Properties=species:S:1:pos:R:3:lowdin_spin:R:1
C -1.127 0.297 -0.922 0.042
C -0.982 1.465 -0.049 0.220
C 0.301 1.795 0.434 0.101
C 0.597 3.270 0.368 0.119
C 0.369 4.248 -0.538 0.426
H -1.296 0.553 -1.984 0.018
H -2.055 -0.050 -0.728 0.007
H -0.264 -0.298 -0.756 0.001
H -1.777 2.072 0.386 0.007
H 1.025 1.045 0.315 0.009
H 1.127 3.660 1.241 0.010
H 1.260 4.824 -0.806 0.025
H -0.659 4.585 -0.900 0.015
H 1.323 -6.469 1.006 0.000
H -0.178 -6.203 0.928 0.000
O 0.622 -6.372 0.371 0.000
H 0.409 -3.288 1.058 0.000
H 0.715 -2.109 0.494 0.000
O 0.590 -3.024 0.083 0.000
```

Properties
LUMO energy (alpha / beta)   -5.91 / -7.78 eV
<S²>   0.80
HOMO (alpha / beta)   -13.19 / -13.19 eV
Multiplicity   2
Net charge   +1
Orbital gap (alpha / beta)   0.268 / 0.199 Eh

---

Most stable structure, least stable structure: version P, version Q.

---

Version P
The following is a DFT calculation (the ωB97M-V functional and the def2-TZVPD basis) of the ion C5H12O2 with charge +1.

```
19
Properties=species:S:1:pos:R:3:lowdin_spin:R:1
C 2.123 1.034 0.611 0.124
O 2.695 -0.195 0.301 0.215
C 0.855 1.166 -0.373 0.150
C -0.107 0.076 0.125 0.098
C -1.395 -0.031 -0.800 0.115
C -2.281 -1.023 -0.063 0.076
O -1.879 -2.349 -0.360 0.139
H 2.844 1.838 0.450 0.008
H 1.765 0.921 1.648 0.012
H 3.656 -0.174 0.077 0.002
H 0.439 2.156 -0.165 0.012
H 1.223 0.944 -1.378 -0.001
H 0.263 -0.949 0.279 0.012
H -0.305 0.435 1.158 0.003
H -1.195 -0.359 -1.816 0.000
H -1.755 1.002 -0.765 -0.001
H -2.218 -0.783 1.009 0.000
H -3.340 -0.998 -0.340 0.035
H -1.391 -2.714 0.401 0.000
```

Properties
LUMO energy (alpha / beta)   -2.75 / -9.59 eV
<S²>   0.76
HOMO (alpha / beta)   -15.29 / -14.01 eV
Multiplicity   2
Net charge   +1
Orbital gap (alpha / beta)   0.461 / 0.162 Eh

---

Version Q
The following is a DFT calculation (the ωB97M-V functional and the def2-TZVPD basis) of a structure of composition C5H12O2.

```
19
Properties=species:S:1:pos:R:3:lowdin_spin:R:1
C -0.136 0.754 -2.922 0.160
O 0.267 1.720 -2.304 0.733
C -0.594 -0.764 -1.062 -0.021
C -0.071 0.145 -0.006 0.002
C 0.204 -0.657 1.255 -0.001
C 0.829 0.109 2.413 -0.001
O -0.040 0.986 3.078 0.000
H -1.007 0.929 -3.562 0.066
H -0.651 -0.169 -2.132 -0.004
H 0.582 0.140 -3.489 0.065
H 0.026 -1.600 -1.292 0.000
H -1.597 -1.123 -0.910 -0.001
H -0.805 0.933 0.158 0.001
H 0.824 0.618 -0.401 0.001
H -0.674 -1.110 1.666 0.000
H 0.858 -1.511 1.070 0.000
H 1.673 0.680 2.063 0.000
H 1.177 -0.632 3.120 0.000
H -0.865 0.551 3.255 0.000
```

Properties
LUMO energy (alpha / beta)   -6.02 / -8.71 eV
<S²>   0.76
HOMO (alpha / beta)   -13.46 / -13.45 eV
Multiplicity   2
Net charge   +1
Orbital gap (alpha / beta)   0.273 / 0.174 Eh

---

Most stable structure, least stable structure: version P, version Q.